This record from the Open Molecules 2025 dataset describes a molecular structure, C36H59NO8PTi. The level of theory is ωB97M-V with the def2-TZVPD basis set.

Geometry as XYZ:
```
106
Properties=species:S:1:pos:R:3:forces:R:3
Ti -0.12054 -1.00399 1.04611 -0.121 -2.521 0.613
C -0.92056 -3.70936 2.76250 -0.146 0.216 -0.064
C 0.24478 -4.26325 2.01129 0.217 0.115 -0.093
O 1.01325 -3.15617 1.56379 -0.130 -0.113 0.079
C 2.35561 -3.48708 1.24593 -0.096 -0.010 0.006
C 3.02890 -2.21172 0.76156 -0.206 0.131 0.214
O 2.41899 -1.06557 1.32884 0.000 0.019 0.091
C 2.95843 -0.60769 2.56789 -0.078 -0.097 -0.223
C 2.41231 -1.35295 3.76126 -0.213 0.001 0.064
O 1.00152 -1.19980 3.88642 0.146 -0.123 -0.045
C 0.63626 -0.03518 4.60109 0.141 -0.075 -0.136
C -0.84770 0.12142 4.49923 -0.186 0.075 -0.144
O -1.21886 0.15800 3.12607 0.082 0.141 0.136
C -2.29408 1.04689 2.84927 0.059 -0.250 0.031
C -2.66768 0.90011 1.37959 0.048 -0.531 0.239
O -2.41685 -0.44960 0.93167 -0.276 0.352 0.049
C -3.39610 -1.38605 1.39766 0.119 0.169 -0.147
C -2.80326 -2.31270 2.41839 0.153 -0.102 0.027
O -1.53999 -2.73587 1.91950 0.010 -0.084 0.099
H -0.59424 -3.23367 3.68563 0.038 0.109 0.135
H -1.62407 -4.50743 2.98942 -0.155 -0.117 0.049
H -0.08568 -4.85691 1.15976 -0.030 -0.085 -0.151
H 0.83338 -4.89963 2.67385 0.093 -0.061 0.057
H 2.38714 -4.25153 0.46544 0.004 -0.068 -0.046
H 2.83808 -3.89798 2.13448 0.050 -0.047 0.099
H 2.90404 -2.10742 -0.30677 -0.029 0.092 -0.156
H 4.09370 -2.23792 0.98322 0.186 0.003 0.022
H 2.70483 0.44627 2.62560 -0.058 0.155 -0.064
H 4.04510 -0.69849 2.55133 0.145 0.011 -0.025
H 2.91501 -0.99643 4.66327 0.045 0.024 0.111
H 2.60727 -2.41872 3.67673 -0.023 -0.091 0.022
H 1.12764 0.84450 4.18241 0.055 0.086 -0.070
H 0.92272 -0.12662 5.65032 0.058 0.003 0.160
H -1.13646 1.04470 5.00192 -0.058 0.092 0.045
H -1.35522 -0.70992 4.99606 -0.073 -0.082 0.021
H -1.99603 2.07777 3.04704 0.008 0.129 0.045
H -3.13427 0.80526 3.50552 -0.115 -0.049 0.055
H -2.08069 1.53345 0.74602 0.362 0.224 -0.328
H -3.71786 1.14162 1.23018 -0.127 0.023 -0.027
H -3.74901 -1.94742 0.54025 0.004 0.003 -0.102
H -4.24105 -0.85977 1.83442 -0.138 0.069 0.022
H -3.45703 -3.17533 2.54174 -0.103 -0.152 0.047
H -2.67325 -1.83143 3.38529 0.057 0.084 0.141
C 2.29312 -3.20593 -2.50537 0.031 -0.036 -0.039
C 0.76252 -3.26115 -2.46367 0.016 -0.220 0.271
C 0.34547 -4.68381 -2.06740 0.093 0.035 0.016
P -0.01340 -1.87992 -1.46986 -0.108 0.299 -0.799
C -1.83773 -1.98818 -1.91190 0.083 -0.004 -0.102
C -2.53935 -3.19668 -1.27766 0.101 0.035 -0.003
C -2.25298 -1.88424 -3.38108 0.062 -0.041 0.001
C 0.58103 -0.39726 -2.46249 0.334 -0.085 0.070
C 0.83110 -0.57483 -3.96561 0.057 0.072 0.005
C 1.84662 0.25490 -1.86530 -0.082 0.020 -0.051
H 2.64742 -3.79630 -3.35513 -0.021 0.018 0.055
H 2.72595 -3.65590 -1.60972 -0.020 -0.003 -0.056
H 2.69554 -2.20188 -2.61836 -0.009 -0.044 0.048
H 0.40563 -3.06327 -3.47255 -0.054 -0.050 -0.124
H 0.40782 -4.84102 -0.98516 0.000 0.039 -0.088
H 1.02339 -5.40106 -2.53936 -0.035 0.029 0.033
H -0.65773 -4.94163 -2.39006 -0.069 0.029 0.023
H -2.20711 -1.09197 -1.41264 -0.069 0.126 0.100
H -2.21253 -3.39521 -0.25730 0.048 -0.023 -0.029
H -2.38216 -4.09667 -1.86311 0.036 -0.088 -0.073
H -3.61880 -3.02932 -1.26913 -0.009 0.021 -0.015
H -1.76719 -2.63674 -4.00882 -0.017 0.035 0.036
H -2.05742 -0.89761 -3.79576 0.085 0.010 -0.025
H -3.33113 -2.05549 -3.45353 0.050 0.013 -0.017
H -0.22899 0.31266 -2.31180 -0.194 0.166 -0.009
H 1.75037 -1.14001 -4.15141 -0.150 0.084 -0.009
H 0.96948 0.41719 -4.40919 -0.008 -0.099 0.048
H 0.02650 -1.05941 -4.50684 -0.147 -0.053 -0.026
H 2.75413 -0.21832 -2.24516 0.009 -0.023 -0.007
H 1.88376 0.22241 -0.77912 0.015 -0.063 -0.004
H 1.88643 1.30800 -2.16376 -0.022 -0.112 0.011
C -3.34484 4.94567 -2.06135 0.070 -0.046 -0.005
C -2.04462 4.39693 -2.60235 -0.027 0.027 0.058
C -2.02884 3.82900 -3.87249 0.034 -0.005 0.007
C -0.84959 3.32947 -4.40539 -0.007 -0.009 0.022
C 0.30414 3.35743 -3.64324 0.036 -0.050 -0.045
C 0.29705 3.90164 -2.36157 0.227 -0.083 0.113
N 1.55270 3.87156 -1.67677 -0.312 -0.075 0.116
C 1.86429 3.85197 -0.31227 -0.190 -0.022 -0.156
C 2.87540 4.72964 0.11070 -0.001 0.018 -0.070
C 3.28258 4.79741 1.42489 0.007 -0.008 0.108
C 2.67887 3.98935 2.38594 0.023 0.033 -0.045
C 1.72628 3.07979 1.97410 0.013 0.015 0.033
C 1.32084 2.96697 0.64172 0.140 -0.103 0.021
C 0.37847 1.85408 0.29883 0.559 -0.305 0.692
O -0.44675 1.96093 -0.57589 -0.724 -0.042 -0.689
O 0.50480 0.75651 1.02248 0.379 2.782 -0.194
C -0.86735 4.46954 -1.84101 -0.103 0.125 0.097
C -0.89181 5.13816 -0.48801 0.033 -0.079 -0.037
H -4.17158 4.68271 -2.72039 0.018 0.006 0.010
H -3.31992 6.03541 -1.98175 0.006 -0.025 0.006
H -3.56733 4.55419 -1.06451 0.028 0.014 -0.063
H -2.94571 3.79205 -4.45218 0.064 0.006 0.049
H -0.83350 2.90407 -5.40320 0.002 0.038 0.070
H 1.23040 2.93999 -4.02762 -0.063 0.019 0.020
H 2.29938 4.23588 -2.24101 0.108 0.093 -0.038
H 3.32121 5.39151 -0.62629 -0.039 -0.043 0.062
H 4.05531 5.50220 1.70955 -0.043 -0.035 -0.018
H 2.95909 4.06544 3.42881 -0.008 -0.001 -0.033
H 1.25557 2.42272 2.69512 0.044 -0.028 -0.034
H 0.06266 5.60530 -0.24645 -0.022 -0.035 -0.035
H -1.11270 4.41909 0.31195 0.024 0.067 -0.114
H -1.65272 5.91560 -0.45329 0.005 -0.004 -0.007
```
Positions in Å, forces in eV/Å.

Summary:
total charge: +1
LUMO (alpha / beta): -1.84 / -1.84 eV
ΔE to the lowest compared entry with this formula, charge and spin: 0.0 kcal per mole
spin multiplicity: 3

Here are the Löwdin charges for atoms 1 to 6, given in e: 0.8780 -0.1425 -0.1501 -0.2211 -0.1547 -0.1440

This record from the Open Molecules 2025 dataset describes C3H7N3O in the gas phase. The level of theory is ωB97M-V with the def2-TZVPD basis set.

Geometry as XYZ:
```
14
Properties=species:S:1:pos:R:3:forces:R:3
H 1.23102 3.28067 0.43367 -0.004 0.083 -0.163
N 1.09395 2.76047 -0.43156 -0.268 -0.086 0.135
C 0.31307 1.78979 -0.19957 0.145 0.110 -0.043
N -0.10404 0.91521 -1.19533 0.014 -0.013 -0.089
C -0.44015 -0.40406 -0.91102 -0.085 -0.077 0.035
O -1.17065 -1.08163 -1.60546 0.142 0.228 0.277
N 0.13281 -0.81119 0.27280 0.006 0.019 -0.124
C -0.35328 -1.96803 0.98457 -0.067 -0.201 0.094
H -0.11152 1.53023 0.77493 0.180 0.120 -0.075
H -0.20743 1.24259 -2.14413 0.114 -0.041 0.057
H 1.07528 -0.50025 0.45345 -0.203 0.002 0.034
H -1.42657 -1.85102 1.15776 0.136 -0.125 -0.047
H 0.14867 -1.99321 1.95499 -0.093 -0.105 -0.131
H -0.18113 -2.90956 0.45489 -0.017 0.085 0.041
```
Positions in Å, forces in eV/Å.

Summary:
SMILES: [H]/N=C/NC(=O)NC
LUMO: 0.72 eV
ΔE to the lowest compared entry with this formula, charge and spin: 10.1 kcal per mole

Here are the Löwdin charges for atoms 1 to 6, given in e: 0.0403 0.0886 -0.3134 0.0995 -0.5607 0.0733